{"formula": "C34H39ClN2O3", "method": "ωB97M-V with the def2-TZVPD basis set", "e_lumo_ha": -0.0939, "homo_energy_ev": -5.20, "largest_force_ev_per_a": 2.2, "energy_ev": -57533.82913, "symbols": ["C", "H", "H", "H", "H", "C", "H", "H", "C", "H", "N", "C", "H", "H", "H", "H", "C", "C", "C", "O", "C", "C", "C", "C", "H", "H", "C", "C", "H", "C", "Cl", "C", "C", "H", "H", "H", "H", "C", "C", "O", "C", "C", "H", "C", "C", "C", "C", "H", "H", "C", "N", "H", "C", "H", "C", "H", "H", "H", "C", "H", "C", "H", "O", "H", "H", "H", "H", "H", "C", "C", "C", "H", "C", "H", "H", "C", "H", "H", "H"], "xyz": [[-3.65109, -2.18911, -0.18824], [-5.06479, -0.24406, -2.78640], [-2.96852, -3.28265, -3.34315], [-5.18860, -4.32894, -4.21287], [-1.21614, -1.63378, 2.38630], [-0.72107, -0.69699, 2.60962], [-8.79498, -6.00231, 1.25850], [-7.13424, -4.63568, -2.90124], [2.67457, 0.54998, 3.58552], [3.23576, -2.80779, 3.71293], [-6.75852, -2.98562, -1.67398], [-7.68319, -3.84424, -2.38059], [2.17272, -4.62009, -4.00822], [-4.12603, -4.34049, 1.76423], [-3.19758, -1.96549, -4.50797], [-1.39916, -5.19839, -1.67130], [3.38720, -0.65464, 3.71428], [-1.30190, -2.81005, -0.37758], [1.36415, -1.89648, 3.19677], [-2.91319, 0.14857, 2.66884], [-5.32096, -2.92623, -1.89594], [-5.51684, -0.94662, -3.49725], [-7.21755, -2.17579, -0.66138], [1.50327, -4.28588, -3.21414], [-1.01208, -2.06355, 0.36701], [-5.77906, 1.78782, 3.10418], [-3.71246, 1.30011, 2.98413], [-6.20332, -3.80553, 1.51862], [-3.43539, -1.45921, 0.59945], [-0.28140, -3.38222, -1.21669], [3.48302, 2.04557, 3.80985], [-2.65564, -3.06644, -0.59541], [-6.02060, -1.70783, 0.13291], [-4.95967, -3.01514, -5.37598], [-6.53128, -3.18966, -4.59647], [0.11323, -5.92724, -3.47664], [-5.29301, -0.59107, -4.51418], [-1.57488, 0.45901, 2.75298], [0.34902, -5.02107, -2.91748], [-8.39330, -1.89369, -0.45138], [-5.15662, 0.89326, 3.11165], [-5.14355, -4.71336, 1.61322], [-4.90670, -3.95174, -1.83379], [-0.51853, -4.59900, -1.91524], [0.93573, -2.68970, -1.47792], [-5.38839, -6.08388, 1.48793], [-7.76456, -5.65194, 1.33841], [-8.36678, -4.30855, -1.65746], [-5.49611, 0.24360, 2.30200], [2.70186, -1.87011, 3.55679], [-4.89809, -2.15212, -0.70940], [-6.88877, -7.62169, 1.22817], [-4.93378, -2.35257, -3.32508], [-2.96161, -1.57391, -2.79896], [1.78879, -3.11814, -2.48915], [-4.55085, -6.78378, 1.51281], [-5.01757, -2.05982, 2.02758], [-6.78919, -1.82675, 2.10760], [1.32511, 0.54594, 3.25529], [-2.95185, -3.98506, -1.11995], [-6.69559, -6.55389, 1.33799], [-3.58387, 2.04695, 2.19245], [-1.24798, 1.63399, 2.95302], [2.68080, -2.53835, -2.73103], [-3.36519, 1.73686, 3.92604], [-8.34357, -3.57233, 1.41312], [0.78563, 1.48018, 3.17773], [-8.27967, -3.26544, -3.10219], [-5.45100, -3.28227, -4.42707], [0.62633, -0.68108, 2.99813], [-7.51461, -4.28540, 1.42964], [0.83353, -2.84827, 3.08235], [-3.42193, -2.29288, -3.48264], [-6.04246, -0.60677, 0.17589], [1.15170, -1.78191, -0.90461], [-5.97302, -2.30914, 1.54377], [-6.60738, -0.93768, -3.37783], [4.44791, -0.62762, 3.93757], [-5.35344, 0.39526, 4.06498]], "atomic_forces_ev_per_a": [[-1.5, 0.4, -0.1], [-0.1, -0.1, -0.1], [0.0, 0.2, 0.0], [-0.2, 0.2, -0.1], [-0.1, -0.2, 0.4], [-1.9, 1.1, -0.3], [0.3, 0.0, 0.0], [-0.1, 0.2, 0.2], [-0.8, -1.8, -0.3], [-0.1, 0.2, -0.1], [-0.1, 0.5, 0.7], [-0.3, -0.1, -0.2], [-0.2, 0.1, 0.2], [-0.3, -0.2, 0.0], [0.0, -0.1, 0.3], [0.3, 0.2, -0.2], [-0.1, 0.2, 0.1], [-1.2, 0.3, -0.1], [-0.3, 0.6, -0.1], [-1.0, 0.3, 0.0], [-0.4, -1.0, -0.4], [0.0, 0.0, -0.2], [-1.0, 0.0, -0.7], [-0.2, 0.4, 0.3], [0.0, 0.4, -0.3], [-0.1, 0.1, -0.1], [-0.1, -0.1, -0.2], [0.0, -0.1, 0.4], [-0.1, 0.0, 0.0], [0.9, -1.1, -0.6], [0.4, 0.6, 0.1], [1.3, -0.9, 0.0], [0.1, 1.1, -0.2], [-0.1, 0.0, 0.3], [0.3, -0.1, 0.1], [0.2, 0.2, 0.2], [-0.1, 0.0, 0.3], [2.0, -0.7, -0.2], [-0.1, -0.1, 0.2], [1.5, -0.5, -0.1], [-0.3, -0.1, 0.3], [-0.2, 0.0, -0.4], [-0.1, 0.3, 0.0], [0.2, 0.5, -0.2], [-0.8, 0.0, 0.3], [-0.1, 0.0, 0.0], [0.2, 0.0, 0.0], [0.2, 0.2, -0.1], [0.1, 0.1, 0.0], [0.1, 0.4, -0.2], [2.1, -0.4, 0.6], [0.1, 0.3, 0.1], [-0.2, 0.4, 0.7], [0.0, -0.1, -0.1], [0.0, -0.3, -0.2], [-0.3, 0.2, 0.0], [-0.3, 0.0, -0.1], [0.4, -0.1, -0.1], [0.3, -0.3, 0.0], [0.2, 0.8, -0.3], [0.0, 0.1, 0.0], [0.0, 0.0, 0.2], [-0.4, -0.6, -0.1], [-0.2, -0.2, 0.2], [0.0, 0.0, -0.3], [0.3, -0.3, 0.0], [0.1, -0.2, -0.1], [0.1, -0.3, 0.2], [-0.1, -0.1, -0.2], [1.7, 0.0, 0.5], [-0.1, -0.1, -0.1], [0.2, 0.3, 0.0], [0.3, 0.1, -0.1], [0.1, -0.3, 0.1], [0.0, -0.3, -0.2], [-0.4, -0.2, 0.2], [0.2, 0.0, 0.0], [-0.1, -0.1, 0.1], [0.1, -0.2, -0.1]], "mulliken_charge": [-1.12, 0.34, 0.34, 0.34, 0.60, -0.57, 0.44, 0.45, 0.36, 0.33, 0.86, -1.26, 0.38, 0.54, 0.61, 0.48, -0.57, -0.55, -0.73, -0.23, -1.48, -1.75, -0.65, -0.39, 0.39, 0.44, -0.46, -0.09, 0.97, 0.48, -0.26, 0.12, 0.58, 0.45, 0.38, 0.38, 0.45, 0.10, -0.61, -0.68, -0.71, 0.04, 0.76, -0.18, -0.55, -0.84, -0.69, 0.33, -0.19, -0.41, 0.78, 0.40, 1.98, 0.32, -0.56, 0.42, 0.56, 0.78, -0.92, 0.21, -0.52, 0.33, -0.75, 0.39, 0.41, 0.41, 0.66, 0.33, -1.76, 0.74, -0.27, 0.28, -1.90, 0.49, 0.46, -1.24, 0.34, 0.38, 0.30]}